# 1
{"formula": "C9H8", "method": "wB97M-V/def2-TZVPD", "symbols": ["C", "C", "C", "C", "C", "C", "C", "C", "C", "H", "H", "H", "H", "H", "H", "H", "H"], "xyz": [[-0.97353, -0.21986, 0.96538], [-0.53684, -0.54696, 2.13996], [-1.26624, -0.41767, -0.39802], [-0.01396, -0.02977, -0.75925], [1.29146, -0.35134, -0.22349], [2.47159, -0.82105, -0.64175], [0.56309, 0.35470, 0.79077], [-2.48740, -0.91628, -1.05917], [0.80543, 1.80344, 1.09280], [3.34733, -0.93844, 0.07267], [2.61507, -1.20918, -1.60686], [-3.31249, -0.26119, -0.82741], [-2.48870, -1.96331, -0.96663], [-2.38362, -0.82694, -2.17357], [0.68800, 2.33902, 0.18171], [1.67773, 2.02127, 1.59255], [0.00308, 1.98356, 1.82031]], "nbo_charge": [-0.272, 0.062, 0.072, -0.038, -0.040, -0.342, -0.001, -0.660, -0.620, 0.218, 0.212, 0.246, 0.251, 0.232, 0.217, 0.226, 0.237], "e_tot_ev": -9453.325, "relative_energy_kcal_mol": 185.92, "e_homo_ha": [-0.3176, -0.3175]}

# 2
{"formula": "C9H81FO34P", "method": "wB97M-V/def2-TZVPD", "symbols": ["C", "C", "O", "C", "C", "C", "C", "C", "P", "F", "C", "C", "O", "O", "H", "H", "H", "H", "H", "H", "H", "H", "H", "H", "H", "H", "H", "H", "H", "H", "H", "H", "H", "O", "H", "H", "O", "H", "H", "O", "H", "H", "O", "H", "H", "O", "H", "H", "O", "H", "H", "O", "H", "H", "O", "H", "H", "O", "H", "H", "O", "H", "H", "O", "H", "H", "O", "H", "H", "O", "H", "H", "O", "H", "H", "O", "H", "H", "O", "H", "H", "O", "H", "H", "O", "H", "H", "O", "H", "H", "O", "H", "H", "O", "H", "H", "O", "H", "H", "O", "H", "H", "O", "H", "H", "O", "H", "H", "O", "H", "H", "O", "H", "H", "O", "H", "H", "O", "H", "H", "O", "H", "H", "O", "H", "H"], "xyz": [[-2.45659, -7.67833, 1.04580], [-3.11485, -6.49917, 0.28809], [-3.10865, -5.26369, 0.98549], [-1.81498, -4.90545, 1.41686], [-1.67533, -3.36383, 1.59192], [-0.22885, -3.12160, 2.08726], [0.29574, -1.65751, 1.98058], [-0.36224, -0.77307, 0.89480], [0.06917, -1.32793, -0.77853], [-0.88214, -0.71307, -1.87262], [1.74595, -0.66128, -1.12083], [1.68466, 0.86023, -1.36904], [2.17272, 1.59914, -0.59960], [1.03951, 1.39916, -2.46434], [-2.80393, -7.73492, 2.09360], [-1.35027, -7.62394, 1.04948], [-2.69339, -8.63835, 0.54989], [-2.62828, -6.41233, -0.70655], [-4.15619, -6.80481, 0.07708], [-1.51071, -5.46266, 2.32372], [-1.09309, -5.20443, 0.61351], [-1.91758, -2.93624, 0.59895], [-2.44669, -3.07353, 2.34820], [0.47878, -3.84430, 1.63782], [-0.22596, -3.36006, 3.15926], [1.37620, -1.73311, 1.71541], [0.28280, -1.09997, 2.94886], [-1.47157, -0.75110, 0.94146], [-0.06480, 0.29244, 1.00036], [0.05648, -2.74562, -0.78237], [2.37060, -0.85664, -0.24182], [2.16830, -1.12918, -2.03312], [1.57090, 1.18331, -3.25496], [-1.05444, 3.19251, -1.37999], [-1.40392, 2.29725, -1.32357], [-0.15211, 3.07372, -1.69963], [0.10872, 0.82731, 3.81100], [0.74288, 1.05807, 4.50021], [-0.37011, 1.65344, 3.65075], [3.61581, -2.52802, -0.19121], [3.89320, -3.18066, -0.84364], [4.43681, -2.07678, 0.04836], [0.26452, 2.07272, -4.96569], [-0.55714, 2.29749, -5.42143], [-0.02124, 1.54846, -4.21167], [5.13236, -0.17661, 0.65839], [5.72926, 0.53435, 0.39690], [4.25272, 0.19241, 0.50966], [5.38558, -2.22015, 3.32348], [6.16829, -1.72021, 3.58384], [5.13295, -1.83514, 2.47449], [2.01980, 4.84601, -5.08255], [1.68666, 3.94241, -5.03967], [2.91917, 4.75854, -5.41834], [0.92051, -4.92131, 4.03905], [1.20529, -5.55396, 3.36739], [1.72552, -4.42590, 4.24804], [0.78962, -1.21675, 5.93546], [1.56424, -0.70416, 6.19208], [0.49271, -0.81496, 5.10930], [-2.40172, 2.32410, 4.51334], [-3.23805, 2.56756, 4.09730], [-2.66064, 1.75154, 5.24544], [-3.32352, -5.28082, -2.85558], [-2.76627, -4.54909, -3.14185], [-4.22169, -4.95159, -2.97520], [2.76039, 5.02439, -0.47587], [2.41241, 4.12658, -0.41883], [3.66121, 4.90686, -0.79697], [6.91396, -4.56637, 1.63018], [7.81381, -4.42793, 1.31474], [6.70803, -3.76612, 2.12820], [0.16076, 4.76287, -7.45579], [0.78790, 5.02805, -6.77095], [-0.33758, 5.57478, -7.62588], [-1.44535, 7.16899, -7.87951], [-1.19675, 7.50709, -8.74781], [-2.35211, 7.48846, -7.75316], [5.58687, -2.51169, -2.17507], [5.31978, -2.72194, -3.07843], [6.34498, -1.92600, -2.28665], [-4.39518, 7.80016, -7.62624], [-5.24093, 8.01526, -8.04177], [-4.63359, 7.22496, -6.89066], [-7.06064, 8.82339, -8.70334], [-6.81099, 9.15838, -9.57232], [-7.95989, 9.14419, -8.57620], [-0.18270, 8.75464, -5.66285], [0.21706, 8.11345, -5.06455], [-0.49906, 8.21750, -6.40459], [0.66073, -3.92551, -3.40872], [1.55515, -3.75803, -3.73276], [0.43352, -3.12965, -2.92127], [-0.16454, 6.17353, -0.77878], [-0.51390, 5.27642, -0.72193], [0.73936, 6.05287, -1.09654], [-3.46153, 5.01344, 4.97319], [-3.11110, 5.87846, 4.72620], [-2.69866, 4.54605, 5.33425], [2.90680, -1.58253, -3.90727], [3.69679, -1.08121, -3.66573], [2.64645, -1.21807, -4.76422], [-0.03812, -6.92695, -1.96741], [0.53984, -6.20653, -2.24425], [-0.92777, -6.58688, -2.12368], [0.87130, -7.88871, 4.42039], [1.50700, -7.63927, 5.10403], [0.38238, -7.07726, 4.25167], [3.81597, -4.06725, 5.36874], [4.49418, -4.49697, 5.90087], [4.31257, -3.47521, 4.78715], [-2.75896, 7.70563, 6.65940], [-3.59491, 7.95325, 6.24716], [-3.01864, 7.13883, 7.39476], [1.49729, -6.98807, 7.43909], [2.13387, -6.73919, 8.11818], [1.00759, -6.17531, 7.26687], [-3.63836, -2.18777, 4.52849], [-4.42331, -2.66089, 4.22866], [-3.08777, -2.87420, 4.92307], [-2.30236, 8.02400, -3.34335], [-1.62133, 7.59481, -2.81131], [-1.81152, 8.63805, -3.90623], [-6.15566, 6.00855, 6.57254], [-6.50204, 5.11036, 6.58574], [-5.26426, 5.91136, 6.21819]], "lowdin_charge": [-0.080, -0.269, -0.143, -0.245, -0.160, -0.205, -0.197, -0.268, 1.054, -0.130, -0.152, -0.521, 0.177, 0.035, 0.085, 0.072, 0.085, 0.081, 0.124, 0.129, 0.124, 0.089, 0.115, 0.110, 0.093, 0.106, 0.088, 0.114, 0.108, 0.095, 0.072, 0.072, 0.122, -0.031, 0.030, 0.016, -0.059, 0.053, 0.041, -0.076, 0.043, 0.007, -0.039, 0.072, 0.007, -0.031, 0.067, 0.032, -0.037, 0.062, 0.017, -0.048, 0.006, 0.052, -0.064, 0.050, 0.035, -0.046, 0.040, -0.016, -0.052, 0.049, 0.059, -0.045, 0.028, 0.050, -0.042, 0.010, 0.043, -0.057, 0.036, -0.006, -0.075, -0.011, -0.012, -0.049, 0.073, 0.028, -0.038, 0.043, 0.058, -0.049, 0.006, 0.055, -0.047, 0.051, 0.050, -0.060, 0.032, -0.001, -0.032, 0.037, -0.022, -0.052, -0.001, 0.010, -0.062, 0.040, 0.029, -0.047, 0.050, 0.074, -0.053, 0.006, 0.009, -0.060, 0.017, -0.006, -0.051, 0.046, 0.000, -0.056, 0.036, 0.040, -0.050, 0.040, 0.040, -0.061, 0.041, 0.037, -0.069, 0.014, 0.010, -0.062, 0.035, -0.013], "e_tot_ev": -92262.968, "e_homo_ha": -0.4283, "charge": 1}

# 3
{"formula": "C9H8BrN", "method": "wB97M-V/def2-TZVPD", "symbols": ["C", "C", "Br", "C", "C", "C", "C", "C", "N", "C", "C", "H", "H", "H", "H", "H", "H", "H", "H"], "xyz": [[2.70923, 1.69782, -0.95916], [2.07746, 0.71246, -0.32474], [3.01702, -0.96077, -0.02874], [0.52349, 0.81409, 0.33197], [0.14591, 1.86754, 0.96765], [-0.36760, -0.35592, 0.17009], [-1.34788, -0.68628, 1.23291], [-2.43952, -1.45009, 0.86222], [-2.38705, -2.20045, -0.21036], [-1.42731, -1.99447, -1.13877], [-0.51668, -0.96550, -1.05857], [3.57938, 1.48932, -1.48958], [2.37863, 2.76307, -0.98631], [0.76468, 2.64065, 1.21860], [-0.87624, 1.90338, 1.33800], [-1.16921, -0.30616, 2.23373], [-3.35106, -1.44865, 1.63222], [-1.52490, -2.75381, -1.91101], [0.21165, -0.76621, -1.88015]], "nbo_charge": [-0.422, -0.074, 0.044, -0.021, -0.362, -0.029, -0.241, 0.043, -0.424, 0.039, -0.259, 0.214, 0.221, 0.204, 0.209, 0.223, 0.194, 0.205, 0.233], "e_tot_ev": -80992.534, "relative_energy_kcal_mol": 41.38, "e_homo_ha": -0.3483, "smiles": "C=C(Br)C(=C)c1ccncc1"}